{
  "formula": "C35H48IrN7OPSi2",
  "method": "ωB97M-V/def2-TZVPD",
  "relative_energy_kcal_mol": 33.0,
  "orbital_gap_ev": [7.673, 7.759],
  "charge": 2,
  "multiplicity": 2,
  "total_energy_ev": -77425.8331,
  "symbols": ["Ir", "P", "Si", "Si", "O", "N", "N", "N", "N", "N", "N", "N", "C", "C", "C", "C", "C", "C", "C", "C", "C", "C", "C", "C", "C", "C", "C", "C", "C", "C", "C", "C", "C", "C", "C", "C", "C", "C", "C", "C", "C", "C", "C", "C", "C", "C", "C", "H", "H", "H", "H", "H", "H", "H", "H", "H", "H", "H", "H", "H", "H", "H", "H", "H", "H", "H", "H", "H", "H", "H", "H", "H", "H", "H", "H", "H", "H", "H", "H", "H", "H", "H", "H", "H", "H", "H", "H", "H", "H", "H", "H", "H", "H", "H", "H"],
  "coordinates": [[0.940, -0.390, 0.230], [0.820, 1.628, 1.501], [-1.128, -2.954, -2.355], [-3.306, -2.267, 0.129], [2.067, -2.428, -0.106], [3.653, 0.990, -3.188], [4.121, 1.638, -5.311], [2.449, 0.258, -1.184], [3.057, -0.328, 1.576], [2.036, 0.771, -4.865], [-0.615, 0.297, -1.181], [2.287, -4.516, 0.708], [0.181, 5.188, -0.473], [-1.443, 2.215, -2.343], [-4.875, -2.615, -0.815], [3.256, 1.122, -4.442], [-3.544, -0.813, 1.263], [-0.465, 1.553, -1.645], [-1.896, -1.808, -1.058], [3.363, 2.671, 4.504], [2.537, 4.709, -0.514], [-2.948, -3.778, 1.163], [-1.893, 1.918, 1.902], [-3.055, 2.053, 2.645], [-1.766, -0.378, -1.419], [-2.487, -3.250, -3.594], [-0.620, 1.639, 3.927], [-0.509, -4.579, -1.688], [-2.812, 0.272, -2.089], [1.686, -3.323, 0.668], [-0.050, 4.021, 0.244], [-2.651, 1.560, -2.559], [3.143, 0.635, 2.627], [4.128, 0.572, 3.605], [0.333, -1.601, 1.854], [-1.789, 1.766, 4.667], [1.472, 5.536, -0.850], [0.516, -3.082, 1.551], [2.226, 1.665, 2.633], [2.361, 2.710, 3.551], [1.016, 3.194, 0.598], [2.311, 3.539, 0.197], [-3.002, 1.994, 4.031], [4.229, 1.581, 4.547], [2.972, 0.587, -2.173], [0.287, -2.055, -3.188], [-0.658, 1.758, 2.537], [-3.893, -4.100, 1.619], [3.558, -0.026, 0.746], [-0.532, -5.324, -2.493], [0.742, -2.699, -3.951], [-2.090, -3.790, -4.462], [-0.074, -1.141, -3.682], [-3.289, -3.858, -3.161], [5.032, 1.904, -4.981], [0.527, -4.496, -1.347], [1.962, -5.245, 1.318], [3.433, -1.229, 1.846], [0.312, 1.444, 4.441], [3.547, 4.981, -0.795], [5.001, 1.530, 5.306], [1.666, 3.543, 3.523], [-3.733, -0.273, -2.264], [-4.819, -3.575, -1.340], [-0.651, 5.833, -0.730], [-1.269, 3.223, -2.697], [-4.237, -1.073, 2.073], [0.614, -3.659, 2.472], [-2.573, -4.623, 0.578], [3.461, 3.477, 5.220], [0.487, 2.026, -1.442], [3.148, 2.898, 0.453], [-1.119, -4.967, -0.870], [-3.963, 0.051, 0.730], [-5.138, -1.843, -1.547], [1.650, 6.455, -1.397], [0.917, -1.275, 2.714], [-3.907, 2.108, 4.616], [-2.926, -2.311, -3.951], [-1.746, 1.689, 5.747], [1.768, 0.856, -5.830], [3.911, 1.734, -6.288], [-4.004, 2.194, 2.141], [-1.059, 3.779, 0.547], [-0.715, -1.350, 2.008], [-5.697, -2.679, -0.092], [1.066, -1.786, -2.467], [-2.601, -0.502, 1.720], [1.414, 0.282, -4.242], [-3.452, 2.052, -3.100], [-0.345, -3.473, 1.007], [-1.951, 1.915, 0.816], [4.833, -0.253, 3.609], [3.049, -4.719, 0.081], [-2.249, -3.574, 1.979]],
  "mulliken_spin": [0.034, 0.003, -0.042, -0.044, 0.003, 0.000, 0.000, 0.004, -0.002, 0.000, 0.073, 0.001, 0.001, 0.013, 0.038, 0.000, 0.019, -0.005, 0.449, 0.001, 0.001, 0.016, -0.001, 0.000, 0.170, 0.042, 0.002, 0.016, 0.175, -0.002, 0.000, 0.013, -0.001, 0.004, 0.004, 0.000, 0.000, 0.032, -0.004, -0.001, 0.001, 0.000, 0.000, 0.000, 0.001, 0.004, -0.001, 0.002, 0.000, 0.000, 0.001, 0.004, -0.002, -0.002, 0.000, -0.002, 0.000, 0.000, 0.000, 0.000, 0.000, 0.000, 0.007, -0.002, 0.000, -0.001, -0.001, -0.001, -0.001, 0.000, -0.002, 0.000, -0.001, 0.001, -0.001, 0.000, -0.005, 0.000, -0.001, 0.000, 0.000, 0.000, 0.000, 0.000, -0.009, 0.003, -0.001, -0.003, -0.001, 0.002, 0.005, 0.001, 0.000, 0.000, -0.002]
}